Formula: C39H50N12O4PS2ScSi
Source: OMol25
Level of theory: ωB97M-V with the def2-TZVPD basis set

- relative energy (zero: lowest compared OMol25 entry of this formula, charge and spin) (kcal/mol) = 25.1
- Kohn-Sham gap (eV) = 4.93
- E_LUMO (eV) = 3.6

Geometry as ORCA input:
```
! wB97M-V def2-TZVPD RIJCOSX def2/J DEFGRID3
* xyz -2 1
Sc 1.39 -0.03 -0.53
N 3.05 3.72 1.72
C 2.46 3.18 0.64
N 2.05 1.97 0.93
C 2.43 1.81 2.22
N 3.04 2.85 2.75
C 2.16 0.54 2.91
C 2.46 0.31 4.25
N 2.19 -0.86 4.82
C 1.62 -1.77 4.05
C 1.30 -1.54 2.71
N 1.59 -0.38 2.15
H 3.50 4.61 1.81
H 2.37 3.69 -0.30
H 2.92 1.09 4.85
H 1.41 -2.74 4.50
H 0.84 -2.28 2.07
S 4.07 -0.28 0.13
C 4.23 -1.73 1.07
C 5.23 -1.84 2.04
C 5.41 -2.99 2.80
C 6.45 -3.03 3.79
N 7.30 -3.06 4.57
C 4.56 -4.09 2.59
C 3.56 -3.99 1.63
C 3.35 -2.84 0.86
S 2.04 -2.76 -0.26
C 4.70 -5.30 3.35
N 4.79 -6.28 3.94
H 5.88 -0.99 2.20
H 2.90 -4.84 1.47
O -0.01 1.78 -1.25
C 0.09 2.73 -2.00
C 1.28 3.16 -2.69
C 1.20 4.29 -3.49
C 2.32 4.74 -4.16
C 3.55 4.06 -4.05
C 3.65 2.95 -3.27
C 2.52 2.43 -2.54
O 2.63 1.41 -1.82
N 2.23 5.93 -4.97
O 3.24 6.30 -5.56
O 1.16 6.51 -5.06
H -0.81 3.36 -2.18
H 0.27 4.82 -3.59
H 4.41 4.43 -4.60
H 4.58 2.40 -3.18
C 0.51 -2.66 -3.57
Si 1.41 -1.04 -3.12
C 3.20 -1.39 -3.68
C 0.82 0.15 -4.53
H 0.78 -2.98 -4.58
H -0.58 -2.54 -3.55
H 0.77 -3.46 -2.87
H 3.24 -1.66 -4.74
H 3.61 -2.22 -3.09
H 3.84 -0.53 -3.50
H 0.80 -0.37 -5.50
H 1.49 1.01 -4.65
H -0.18 0.55 -4.35
N -0.48 -0.65 0.08
P -1.94 -0.33 0.34
N -2.89 -0.22 -1.04
C -4.34 -0.09 -1.04
C -4.96 -0.79 -2.24
C -4.49 -0.14 -3.55
C -3.03 0.33 -3.41
C -2.29 -0.46 -2.35
N -2.84 -1.47 1.23
C -2.94 -2.76 0.51
C -3.29 -3.90 1.47
C -4.25 -3.40 2.55
C -3.55 -2.33 3.40
C -2.42 -1.66 2.61
N -2.22 1.06 1.27
C -3.52 1.33 1.89
C -3.55 2.76 2.42
C -2.50 2.97 3.52
C -1.23 2.16 3.22
C -1.11 1.86 1.74
H -4.65 0.97 -1.06
H -4.74 -0.51 -0.11
H -6.05 -0.77 -2.17
H -4.66 -1.84 -2.22
H -5.14 0.70 -3.80
H -4.57 -0.87 -4.36
H -3.00 1.39 -3.13
H -2.50 0.25 -4.37
H -1.24 -0.18 -2.31
H -2.30 -1.53 -2.60
H -2.01 -2.98 -0.02
H -3.74 -2.68 -0.23
H -2.39 -4.29 1.95
H -3.72 -4.72 0.90
H -4.62 -4.21 3.17
H -5.13 -2.96 2.05
H -3.13 -2.78 4.31
H -4.27 -1.57 3.72
H -1.50 -2.26 2.65
H -2.17 -0.69 3.04
H -3.73 0.64 2.72
H -4.32 1.19 1.17
H -4.55 3.00 2.79
H -3.35 3.44 1.58
H -2.92 2.65 4.48
H -2.27 4.03 3.62
H -1.23 1.21 3.77
H -0.34 2.70 3.56
H -0.20 1.30 1.52
H -1.03 2.80 1.17
*
```